63
Properties=species:S:1:pos:R:3:nbo_charge:R:1 method="wB97M-V/def2-TZVPD" total_energy_ha=-1362.25630 orbital_gap_ev=8.2 e_homo_ev=-7.67 smiles="COc1ccccc1CN1C[C@@H]2C[C@@H](c3[nH]c4c(C)cccc4c3C)N3CCC[C@@]23C1=O"
C -5.59 -2.64 1.96 -0.251
H -5.22 -2.86 2.96 0.200
O -5.00 -1.42 1.59 -0.523
C -5.33 -0.88 0.38 0.374
C -6.16 -1.49 -0.55 -0.326
C -6.42 -0.87 -1.77 -0.188
C -5.85 0.35 -2.06 -0.239
C -5.03 0.97 -1.13 -0.176
C -4.76 0.37 0.09 -0.109
C -3.84 1.04 1.07 -0.245
N -2.45 0.80 0.72 -0.428
C -1.70 1.68 0.03 0.692
O -2.06 2.79 -0.31 -0.636
C -0.34 1.03 -0.25 0.038
N 0.74 1.85 0.30 -0.434
C 1.45 2.51 -0.78 -0.217
C 0.56 2.33 -2.01 -0.418
H 1.12 2.37 -2.94 0.213
H -0.22 3.09 -2.02 0.232
C -0.08 0.96 -1.76 -0.394
H -1.00 0.82 -2.33 0.221
H 0.62 0.16 -1.99 0.196
H 1.59 3.57 -0.53 0.200
H 2.44 2.06 -0.94 0.187
C 1.48 1.10 1.31 -0.063
C 2.78 0.52 0.84 0.150
C 4.06 0.99 1.02 -0.077
C 4.94 0.07 0.38 -0.101
C 6.33 0.01 0.23 -0.195
C 6.86 -1.05 -0.46 -0.236
C 6.05 -2.05 -1.00 -0.213
C 4.68 -2.03 -0.88 -0.051
C 4.14 -0.95 -0.18 0.196
N 2.84 -0.65 0.11 -0.561
H 2.04 -1.20 -0.16 0.407
C 3.79 -3.09 -1.45 -0.633
H 4.38 -3.85 -1.96 0.223
H 3.09 -2.67 -2.18 0.212
H 3.21 -3.57 -0.67 0.211
H 6.51 -2.87 -1.54 0.204
H 7.93 -1.13 -0.59 0.209
H 6.96 0.77 0.66 0.210
C 4.49 2.23 1.73 -0.629
H 4.94 1.98 2.69 0.216
H 5.23 2.76 1.14 0.218
H 3.64 2.89 1.91 0.217
C 0.48 0.04 1.78 -0.396
H -0.15 0.47 2.55 0.218
H 0.98 -0.84 2.19 0.221
C -0.38 -0.28 0.55 -0.225
H 0.01 -1.13 -0.02 0.199
C -1.86 -0.50 0.87 -0.190
H -2.32 -1.21 0.18 0.191
H -2.02 -0.87 1.89 0.199
H 1.72 1.79 2.13 0.212
H -4.02 0.67 2.08 0.218
H -3.98 2.13 1.03 0.244
H -4.58 1.92 -1.35 0.230
H -6.05 0.83 -3.01 0.215
H -7.06 -1.36 -2.48 0.214
H -6.61 -2.45 -0.35 0.218
H -6.68 -2.57 2.00 0.179
H -5.30 -3.45 1.29 0.176

=====

80
Properties=species:S:1:pos:R:3:mulliken_spin:R:1 method="wB97M-V/def2-TZVPD" total_energy_ha=-2976.15103 orbital_gap_ev="6.0 / 6.2" charge=+2 e_homo_ev="-14.41 / -14.41" spin_multiplicity=3
V 0.00 0.00 0.00 1.941
P -1.61 1.38 -0.78 -0.073
P 1.23 -1.77 0.67 -0.097
N -1.57 -1.36 0.10 0.056
C -3.11 0.28 -0.82 0.022
H -4.05 0.84 -0.69 -0.004
H -3.12 -0.21 -1.80 0.002
C -2.88 -0.77 0.27 0.031
H -3.04 -0.30 1.28 -0.006
H -3.67 -1.56 0.19 -0.003
C -1.37 -2.45 1.04 0.029
H -2.19 -3.20 0.94 -0.003
H -1.39 -2.13 2.12 -0.004
C -0.03 -3.14 0.75 0.022
H -0.07 -3.61 -0.25 0.001
H 0.22 -3.92 1.50 -0.004
C 1.93 -1.70 2.41 0.008
C 2.77 -0.43 2.66 -0.003
H 2.98 -0.33 3.74 0.001
H 2.25 0.48 2.32 0.008
H 3.74 -0.48 2.13 0.000
C 2.54 -2.42 -0.52 -0.006
C 3.78 -1.52 -0.57 0.011
H 4.41 -1.78 -1.44 0.000
H 4.40 -1.65 0.34 0.000
H 3.51 -0.45 -0.64 -0.009
C -1.44 2.00 -2.55 -0.004
C -0.37 3.09 -2.68 0.009
H -0.12 3.25 -3.75 0.000
H 0.56 2.83 -2.15 -0.008
H -0.74 4.05 -2.28 0.000
C -2.11 2.80 0.34 0.003
C -0.92 3.67 0.77 0.003
H -1.23 4.35 1.59 0.000
H -0.56 4.29 -0.06 0.000
H -0.08 3.06 1.13 0.002
C 1.36 1.13 -0.20 -0.117
C 2.91 -3.91 -0.38 -0.001
H 3.51 -4.09 0.53 0.000
H 2.03 -4.56 -0.34 0.000
H 3.52 -4.22 -1.25 -0.001
C -2.74 2.38 -3.27 -0.001
H -2.54 2.53 -4.35 -0.001
H -3.52 1.60 -3.18 0.000
H -3.16 3.33 -2.88 0.000
C -3.29 3.65 -0.14 -0.003
H -3.65 4.29 0.68 0.000
H -2.98 4.32 -0.97 0.000
H -4.14 3.04 -0.50 0.000
C 2.66 -2.96 2.89 -0.003
H 3.65 -3.05 2.42 0.000
H 2.82 -2.90 3.99 0.000
H 2.09 -3.88 2.69 0.000
H 0.99 -1.59 2.99 0.002
H -2.44 2.23 1.24 0.002
H 2.00 -2.31 -1.49 0.005
H -1.05 1.08 -3.04 0.000
O 2.25 1.90 -0.27 0.252
H -0.40 -1.23 -2.82 0.011
H 0.32 -0.89 -2.82 0.000
N 3.00 5.00 9.30 0.000
C 2.47 4.49 8.41 0.000
C 1.82 3.84 7.30 0.000
C 2.52 3.61 6.11 0.000
C 1.89 2.94 5.05 0.000
C 0.57 2.48 5.17 0.001
C -0.12 2.72 6.38 0.000
C 0.50 3.40 7.43 0.000
N -0.04 1.71 4.11 0.000
C -1.10 0.90 4.22 0.000
C -1.27 0.26 3.02 0.038
N -0.35 0.67 2.10 -0.110
C 0.37 1.59 2.83 0.010
H 3.55 3.92 6.01 0.000
H 2.47 2.76 4.16 0.000
H -1.14 2.39 6.51 0.000
H -0.05 3.57 8.35 0.000
H -1.68 0.73 5.11 0.000
H -2.05 -0.45 2.96 0.006
H 1.20 2.16 2.45 -0.018

=====

13
Properties=species:S:1:pos:R:3:nbo_charge:R:1 method="wB97M-V/def2-TZVPD" total_energy_ha=-344.45639 orbital_gap_ev="8.4 / 8.4" e_homo_ev="-8.51 / -8.50"
O 1.46 1.89 0.05 -0.714
C 0.86 0.80 0.50 0.039
C 1.47 -0.21 -0.39 0.436
O 0.66 -0.86 -1.17 -0.388
C -0.70 -0.47 -0.86 0.050
C -1.21 -0.69 0.54 -0.437
C -0.64 0.64 0.13 -0.262
H 1.03 0.45 1.54 0.131
H 2.52 -0.42 -0.52 0.213
H -1.32 -0.57 -1.74 0.222
H -0.60 -1.29 1.22 0.224
H -2.28 -0.79 0.67 0.236
H -1.25 1.53 0.03 0.249

=====

17
Properties=species:S:1:pos:R:3:nbo_charge:R:1 method="wB97M-V/def2-TZVPD" total_energy_ha=-309.64967 orbital_gap_ev=8.9 e_homo_ev=-7.98
C 1.90 -0.37 -0.17 -0.641
C 0.54 -1.02 -0.10 0.098
O 0.19 -1.25 1.27 -0.528
C -0.93 -0.40 1.30 0.006
C -0.89 1.48 0.41 -0.282
C -0.49 1.24 -1.00 -0.495
C -0.66 -0.14 -0.44 -0.199
H 2.64 -1.02 0.31 0.227
H 1.89 0.59 0.36 0.229
H 2.21 -0.20 -1.21 0.212
H 0.53 -1.96 -0.67 0.183
H -1.88 -0.94 1.27 0.166
H -0.90 0.22 2.19 0.230
H -1.99 1.48 0.44 0.141
H 0.53 1.52 -1.27 0.207
H -1.20 1.45 -1.81 0.211
H -1.50 -0.67 -0.89 0.234

=====

20
Properties=species:S:1:pos:R:3:nbo_charge:R:1 method="wB97M-V/def2-TZVPD" total_energy_ha=-402.47326 orbital_gap_ev=8.1 e_homo_ev=-8.06 smiles="C=NCC.O.O.O"
C 0.67 -1.73 -2.04 -0.614
C 1.01 -2.11 -0.59 -0.202
C 0.22 -1.09 1.47 0.154
N 0.78 -1.00 0.35 -0.591
H 1.13 -0.75 -2.21 0.207
H 1.07 -2.45 -2.75 0.208
H -0.42 -1.67 -2.15 0.208
H 2.07 -2.39 -0.51 0.181
H 0.54 -3.06 -0.32 0.185
H 0.80 -1.02 2.42 0.126
H -0.86 -1.00 1.62 0.138
H 1.69 0.92 0.01 0.497
H 1.85 2.04 -1.06 0.476
O 1.27 1.70 -0.36 -0.968
H -1.54 1.66 -1.73 0.470
H -0.71 1.51 -0.46 0.502
O -1.58 1.80 -0.78 -0.978
H -2.13 1.39 1.28 0.490
H -2.61 1.08 2.69 0.463
O -1.86 1.44 2.21 -0.953

=====

128
Properties=species:S:1:pos:R:3:lowdin_charge:R:1 method="wB97M-V/def2-TZVPD" total_energy_ha=-2203.12689 orbital_gap_ev=8.9 e_homo_ev=-8.25
C 11.60 1.17 1.85 -0.130
C 12.64 0.58 0.75 -0.271
C 12.33 1.08 -0.74 -0.234
C 11.09 0.30 -1.44 -0.201
C 10.38 1.27 -2.53 -0.212
C 8.80 1.05 -2.62 -0.232
C 8.37 -0.23 -3.50 -0.202
C 6.81 -0.52 -3.18 -0.210
C 6.41 -2.07 -3.28 -0.206
C 5.16 -2.34 -4.29 -0.197
C 4.50 -3.75 -3.83 -0.215
C 3.14 -3.52 -2.97 -0.190
C 3.45 -3.63 -1.37 -0.166
C 2.26 -4.44 -0.64 -0.218
N 1.61 -3.69 0.47 -0.095
C 0.62 -2.69 -0.03 -0.192
C -0.86 -3.24 0.38 -0.182
O -1.83 -2.18 0.47 -0.181
C -3.04 -2.50 -0.29 -0.312
C -2.76 -2.28 -1.85 -0.118
C -1.77 -1.09 -2.22 -0.218
N -1.57 0.02 -1.55 0.081
C -4.33 -1.77 0.30 -0.132
C -5.04 -0.71 -0.66 -0.187
C -6.29 0.07 0.03 -0.071
C -7.57 0.06 -0.91 -0.356
O -7.92 -0.94 -1.59 0.049
O -8.38 1.23 -0.98 -0.092
C -8.81 1.50 -2.34 -0.228
C -9.69 2.85 -2.43 -0.078
H 11.79 0.64 2.84 0.067
H 11.75 2.29 2.03 0.074
H 10.54 0.91 1.49 0.060
H 13.67 1.01 1.03 0.099
H 12.75 -0.56 0.84 0.110
H 13.26 0.87 -1.39 0.110
H 12.14 2.21 -0.68 0.107
H 11.55 -0.61 -1.96 0.106
H 10.38 0.00 -0.59 0.102
H 10.54 2.34 -2.13 0.099
H 10.91 1.22 -3.55 0.119
H 8.35 1.97 -3.16 0.116
H 8.31 1.03 -1.59 0.098
H 8.40 0.09 -4.61 0.114
H 9.04 -1.14 -3.32 0.107
H 6.18 0.15 -3.88 0.112
H 6.58 -0.17 -2.11 0.094
H 7.29 -2.72 -3.63 0.111
H 6.12 -2.41 -2.23 0.093
H 5.64 -2.53 -5.31 0.103
H 4.43 -1.47 -4.30 0.103
H 5.30 -4.31 -3.26 0.096
H 4.21 -4.32 -4.79 0.103
H 2.69 -2.50 -3.23 0.101
H 2.44 -4.38 -3.27 0.100
H 3.64 -2.60 -0.93 0.086
H 4.41 -4.25 -1.28 0.103
H 2.76 -5.37 -0.14 0.115
H 1.49 -4.86 -1.37 0.112
H 2.31 -3.25 1.10 0.086
H 0.79 -1.73 0.56 0.107
H 0.71 -2.44 -1.14 0.118
H -1.10 -4.05 -0.40 0.119
H -0.71 -3.71 1.42 0.134
H -3.19 -3.63 -0.12 0.142
H -3.71 -2.21 -2.50 0.118
H -2.24 -3.25 -2.22 0.111
H -1.20 -1.19 -3.21 0.112
H -2.18 -0.01 -0.72 0.026
H -5.12 -2.57 0.53 0.129
H -4.05 -1.32 1.32 0.128
H -5.43 -1.30 -1.57 0.110
H -4.36 0.10 -1.08 0.107
H -5.97 1.17 0.14 0.124
H -6.50 -0.31 1.09 0.126
H -7.91 1.63 -3.04 0.132
H -9.46 0.68 -2.80 0.128
H -10.68 2.72 -1.87 0.064
H -9.16 3.74 -1.92 0.088
H -9.91 3.15 -3.51 0.085
C -13.51 3.67 4.76 -0.114
O -12.21 4.07 4.33 -0.197
C -11.18 3.19 4.77 -0.209
C -10.60 2.41 3.59 -0.209
N -11.56 1.43 3.08 -0.053
C -11.18 0.83 1.79 -0.185
C -11.06 1.78 0.58 -0.233
O -12.31 2.33 0.15 -0.185
C -12.72 3.48 0.87 -0.095
H -14.20 4.49 4.55 0.090
H -13.85 2.79 4.21 0.074
H -13.53 3.47 5.83 0.087
H -11.51 2.52 5.57 0.121
H -10.38 3.82 5.18 0.119
H -9.69 1.89 3.91 0.121
H -10.33 3.13 2.81 0.101
H -12.46 1.87 2.97 0.064
H -11.94 0.09 1.56 0.121
H -10.23 0.29 1.92 0.116
H -10.71 1.17 -0.25 0.101
H -10.31 2.56 0.73 0.111
H -11.88 4.09 1.21 0.091
H -13.35 3.19 1.71 0.068
H -13.34 4.09 0.20 0.089
C 3.04 3.05 2.06 -0.112
O 4.20 2.67 1.34 -0.197
C 5.38 2.62 2.15 -0.207
C 5.84 1.18 2.35 -0.209
N 4.91 0.45 3.22 -0.052
C 5.14 -1.00 3.24 -0.191
C 4.96 -1.77 1.93 -0.204
O 3.62 -1.82 1.46 -0.225
C 3.21 -0.67 0.72 -0.094
H 2.24 3.25 1.34 0.091
H 2.71 2.25 2.73 0.074
H 3.21 3.97 2.64 0.088
H 5.25 3.14 3.10 0.121
H 6.16 3.15 1.59 0.120
H 6.83 1.17 2.81 0.122
H 5.91 0.71 1.37 0.097
H 3.96 0.61 2.91 0.064
H 4.43 -1.41 3.97 0.120
H 6.14 -1.20 3.64 0.118
H 5.24 -2.81 2.12 0.124
H 5.64 -1.42 1.14 0.109
H 4.03 -0.22 0.15 0.095
H 2.76 0.07 1.39 0.081
H 2.44 -0.97 0.01 0.059